The following is a quantum chemistry calculation of 2 unconnected molecules or ions with the total composition C7H11NOS in a non-equilibrium geometry, from the OMol25 dataset.

ORCA input file:
```
! wB97M-V def2-TZVPD RIJCOSX def2/J DEFGRID3
* xyz 0 1
C 1.091 -0.842 -1.523
C -0.867 -1.542 1.243
C -1.981 -0.816 0.493
C 0.432 -0.747 0.940
C -1.373 -0.561 -0.851
C 0.173 -0.454 -0.494
C 2.643 1.678 -0.641
N 1.978 -1.166 -2.218
O 0.738 2.413 0.805
S 0.946 2.082 -0.564
H -1.067 -1.474 2.330
H -0.714 -2.568 0.973
H -3.027 -1.267 0.474
H -2.118 0.065 1.158
H 0.504 0.290 1.436
H 1.375 -1.099 1.040
H -1.544 -1.245 -1.673
H -1.682 0.367 -1.322
H 2.998 1.782 -1.628
H 2.783 0.644 -0.400
H 3.140 2.257 0.147
*
```

HOMO (spin up / spin down) ... -8.4 / -8.4 eV
Calculated total energy ... -801.3886 hartree
LUMO (spin up / spin down) ... -0.73 / -0.63 eV